The following is a DFT calculation (wB97M-V/def2-TZVPD) of C43H91BCrF4NO31 as an isolated structure at a distorted geometry.

```
172
Properties=species:S:1:pos:R:3:forces:R:3
Cr -20.22432 -17.59745 16.54982 2.28 -0.06 -1.97
N -21.90617 -18.86141 13.67915 0.78 -0.06 0.63
H -22.19695 -18.34693 14.50708 -0.68 0.11 -0.37
H -20.90451 -19.03472 13.94405 0.33 -0.12 -0.19
H -21.93161 -18.25837 12.84203 -0.07 0.02 0.06
H -22.42415 -19.74830 13.63688 -0.17 -0.18 0.00
C -17.07693 -18.76598 15.57263 1.07 -0.08 -0.20
C -18.13683 -19.06678 14.54459 0.19 1.10 -0.59
C -18.02640 -20.42870 13.88020 -0.02 -0.36 0.35
O -19.42671 -18.76151 15.01213 -2.24 0.24 1.45
H -17.05904 -17.75244 15.97665 -0.57 0.04 -0.16
H -16.12644 -18.82910 15.03009 0.13 -0.31 0.33
H -17.05829 -19.44580 16.42698 -0.06 -0.21 -0.17
H -17.93343 -18.42148 13.66945 0.01 0.52 0.32
H -17.00667 -20.66420 13.57317 0.13 0.25 0.26
H -18.57319 -20.42833 12.93498 -0.43 -0.19 0.22
H -18.34104 -21.22612 14.55840 -0.19 -0.05 -0.18
B -19.28871 -16.14800 18.54779 1.98 2.81 1.73
F -20.65571 -16.21430 18.07608 -0.50 -1.14 -0.46
F -19.11801 -16.38626 19.88712 -0.79 -0.19 -0.73
F -18.54231 -17.05981 17.79234 -0.21 -1.95 -0.86
F -18.76390 -14.91227 18.15821 -0.67 -0.05 0.21
C -26.38917 -23.95169 13.77264 0.21 -0.65 -0.24
C -25.52931 -22.76359 14.13757 -0.21 -0.39 -1.26
O -24.22928 -23.28131 14.48598 -0.03 0.11 0.74
C -23.21024 -22.45629 14.43416 -0.17 -1.05 -0.85
O -23.27614 -21.26960 14.19592 0.22 0.60 0.24
O -22.09498 -23.17992 14.53453 -0.29 0.64 0.24
C -20.89712 -22.43147 14.48197 1.42 -0.38 -0.02
H -27.24948 -23.62378 13.19012 -0.29 0.05 0.48
H -26.63896 -24.58314 14.62446 -0.39 0.33 0.11
H -25.87820 -24.64180 13.09644 0.36 0.30 -0.04
H -25.98807 -22.14998 14.90984 0.38 0.00 0.21
H -25.38404 -22.18372 13.22459 -0.09 0.34 0.23
H -20.08546 -23.16162 14.51424 -0.20 -0.13 0.13
H -20.74440 -21.78048 15.34400 -0.37 0.17 -0.09
H -20.73148 -21.90599 13.53927 -0.51 0.19 0.05
C -16.01910 -14.15529 14.35036 -0.62 -0.04 -0.11
C -17.18085 -15.12111 14.51561 1.25 -0.17 -0.66
O -18.39532 -14.40200 14.22821 -0.22 -0.07 0.50
C -19.51966 -14.91368 14.65214 0.40 0.51 -0.39
O -19.60373 -15.91928 15.33451 -0.79 -0.59 0.39
O -20.49882 -14.16856 14.18497 -0.56 -0.04 -0.26
C -21.84970 -14.43297 14.56261 -0.44 -1.14 0.62
H -15.09658 -14.73086 14.33618 0.07 0.21 0.21
H -16.02902 -13.43554 15.16610 0.27 -0.06 0.05
H -16.11192 -13.60840 13.41176 0.03 -0.07 -0.06
H -17.13024 -15.59067 15.49694 -0.61 0.25 0.10
H -17.11984 -15.90923 13.75947 -0.02 -0.10 0.09
H -21.87326 -14.95771 15.52040 0.07 0.66 0.35
H -22.38170 -15.14336 13.92325 0.49 0.26 -0.72
H -22.39726 -13.49871 14.56869 0.18 0.09 0.19
C -17.24256 -23.48999 16.31729 0.49 0.05 0.61
C -18.40731 -23.47182 17.27335 -0.59 -0.30 0.35
O -17.87085 -23.51863 18.60348 1.58 -0.22 -0.44
C -18.70520 -23.49887 19.61073 -1.50 0.50 0.24
O -19.88140 -23.23461 19.49001 0.04 -0.18 0.32
O -18.07139 -23.76252 20.74357 0.57 0.34 -0.31
C -18.84234 -23.73827 21.92820 -1.31 -0.61 0.85
H -16.43523 -22.91937 16.78251 -0.10 0.32 -0.18
H -17.50038 -23.02260 15.37154 -0.02 -0.16 -0.08
H -16.78282 -24.46730 16.16965 -0.39 -0.17 -0.15
H -19.10007 -24.31320 17.21285 0.06 -0.05 -0.39
H -19.01778 -22.57462 17.15013 0.10 0.14 0.10
H -19.61663 -24.50980 21.88831 0.23 -0.19 -0.08
H -19.41321 -22.83399 22.14156 0.54 0.42 -0.50
H -18.18593 -23.95259 22.76612 0.21 0.05 -0.20
C -8.65559 -21.86629 16.46901 0.03 -0.01 0.69
C -10.00289 -21.26804 16.08411 0.44 -1.08 -1.44
O -10.86504 -21.27684 17.21939 0.09 0.17 0.30
C -11.96146 -20.53719 17.16398 0.35 -0.04 0.03
O -12.25951 -19.77468 16.27570 -0.32 0.03 0.13
O -12.65440 -20.78962 18.27355 -0.37 0.21 -0.60
C -13.87141 -20.04941 18.44675 0.16 -0.25 1.27
H -8.61735 -22.94142 16.29860 -0.19 0.01 0.00
H -8.50702 -21.71423 17.54006 0.16 0.07 -0.04
H -7.80263 -21.43474 15.94840 -0.19 0.21 -0.12
H -10.44402 -21.95399 15.35439 -0.16 0.17 -0.06
H -9.92735 -20.31167 15.56994 -0.12 0.31 0.59
H -14.55839 -20.03720 17.60437 0.34 -0.10 -0.28
H -13.63080 -19.04417 18.79301 -0.05 0.13 -0.31
H -14.32917 -20.57081 19.28591 -0.27 0.13 -0.13
C -14.14297 -17.13034 13.66845 -0.18 -0.09 -0.01
C -13.48015 -18.47799 13.47230 -0.86 -0.51 -0.06
O -13.34681 -18.72523 12.05384 0.25 0.34 0.08
C -12.54280 -19.73929 11.69876 -0.07 0.54 -0.39
O -12.27977 -20.71758 12.33697 0.01 -0.17 0.42
O -12.08689 -19.45057 10.48196 0.26 0.31 -0.53
C -11.15642 -20.37674 9.92091 -0.05 -0.96 -0.03
H -14.56750 -17.03484 14.67055 0.66 -0.04 0.30
H -15.05430 -17.02595 13.07263 0.33 -0.07 -0.56
H -13.43346 -16.33195 13.46102 -0.25 0.21 0.02
H -14.14473 -19.24940 13.86009 0.27 -0.09 0.23
H -12.50674 -18.56357 13.94920 -0.05 0.04 0.10
H -10.39345 -20.63790 10.65075 -0.05 -0.06 0.02
H -10.67606 -20.00345 9.02046 -0.26 0.73 0.20
H -11.69076 -21.27260 9.60181 0.03 -0.14 0.27
C -21.87234 -12.53317 11.18302 0.12 -0.66 -0.19
C -20.93396 -13.65948 10.74049 -0.32 0.70 -0.36
O -21.59650 -14.90542 11.04194 -0.50 -0.03 1.00
C -20.93871 -16.02005 11.25980 -0.19 0.77 -1.62
O -21.45449 -16.94977 11.82998 0.28 -0.38 0.50
O -19.77194 -16.01463 10.61580 0.18 -0.07 0.69
C -18.88629 -17.07819 10.89360 0.62 -1.65 0.56
H -22.88754 -12.70646 10.82743 0.03 -0.09 -0.06
H -21.54606 -11.58276 10.76589 0.16 0.03 0.18
H -21.89099 -12.50585 12.27082 -0.01 0.26 0.00
H -19.98986 -13.58502 11.27683 0.06 -0.20 -0.09
H -20.77152 -13.64733 9.66380 0.18 0.10 0.04
H -18.33377 -16.98334 11.83376 -0.02 0.75 -0.09
H -18.17661 -17.20723 10.08225 -0.13 0.39 -0.12
H -19.38744 -18.03891 11.04387 -0.41 0.20 -0.43
C -12.62518 -11.66765 17.62234 -1.03 0.01 0.06
C -12.16522 -12.82584 18.50698 0.92 0.90 -2.06
O -13.18989 -13.70066 18.91729 0.12 -0.14 1.33
C -13.87632 -14.41975 18.05858 -0.95 0.27 -0.07
O -13.96140 -14.26293 16.87014 0.44 -0.16 -0.52
O -14.59494 -15.30528 18.75507 0.42 0.04 0.57
C -15.43059 -16.17542 18.02111 -0.12 -0.25 -0.51
H -11.79365 -11.00657 17.38551 0.01 0.05 0.21
H -13.42930 -11.12595 18.12887 0.32 0.30 0.21
H -13.10178 -11.96070 16.68732 0.38 -0.40 -0.02
H -11.64905 -12.38040 19.35351 -0.44 -0.50 0.50
H -11.41173 -13.37935 17.93835 -0.06 -0.25 0.15
H -16.42732 -15.74772 17.89150 0.14 0.08 0.05
H -15.50628 -17.10441 18.58454 0.00 0.09 0.07
H -14.97836 -16.37325 17.04672 -0.12 -0.07 0.00
C -14.04396 -20.67953 23.32236 -0.89 -0.81 0.73
C -15.47052 -21.18315 23.13307 -0.22 0.57 -0.37
O -15.75816 -21.01846 21.72783 0.44 0.29 -0.61
C -16.93004 -20.60076 21.26862 0.44 -1.39 0.38
O -17.92655 -20.46628 21.91672 -0.45 0.52 0.03
O -16.80485 -20.52008 19.93155 0.18 0.19 -0.11
C -17.97178 -20.15793 19.21601 -0.64 0.29 0.06
H -13.37113 -21.31607 22.75329 0.21 0.30 -0.09
H -13.83935 -20.80744 24.38792 0.32 0.09 -0.05
H -13.97709 -19.62305 23.07984 0.15 -0.04 -0.20
H -16.18652 -20.61742 23.72961 -0.04 0.03 -0.10
H -15.60770 -22.24179 23.34853 0.21 -0.02 0.11
H -17.73174 -19.38615 18.48540 0.20 0.11 0.24
H -18.70569 -19.79520 19.93676 -0.14 0.08 -0.25
H -18.39119 -21.00084 18.66435 0.17 -0.19 0.23
C -17.67422 -23.45127 12.04988 0.39 -1.73 -0.20
C -17.34399 -24.80430 12.68977 0.00 0.33 1.46
O -16.28040 -25.52317 12.09516 1.06 0.15 -0.42
C -16.57021 -26.27112 11.03338 -1.26 -0.89 0.32
O -17.68782 -26.40815 10.60283 -0.15 0.30 -0.39
O -15.51772 -26.95461 10.62351 0.91 0.23 0.45
C -15.75833 -27.88386 9.57283 0.41 0.25 -1.15
H -18.60275 -23.15126 12.53166 0.04 0.55 -0.26
H -17.79416 -23.64729 10.98420 -0.36 0.40 -0.03
H -16.83058 -22.78122 12.19990 -0.22 0.27 0.07
H -18.19817 -25.45629 12.88150 -0.16 0.05 -0.71
H -16.96998 -24.61469 13.69951 0.17 0.05 -0.06
H -16.12189 -27.32671 8.70830 -0.75 -0.29 0.16
H -16.37036 -28.72200 9.89097 -0.33 0.23 -0.04
H -14.81585 -28.27176 9.18629 0.30 0.07 0.76
C -14.81203 -21.71627 14.72687 1.35 -0.82 -1.32
C -13.49492 -22.50599 14.79866 -0.74 0.44 -0.65
O -13.57054 -23.39611 15.90476 -0.33 0.36 0.83
C -12.55748 -24.24980 16.14060 -0.76 0.68 -0.55
O -11.67451 -24.46416 15.36873 0.61 -0.11 -0.03
O -12.69836 -24.84666 17.30507 0.90 -0.49 0.83
C -13.81179 -24.62135 18.16322 -0.70 -0.64 -0.17
H -15.60294 -22.43622 14.53247 -0.43 0.25 0.79
H -14.72562 -21.20323 13.76448 0.01 0.34 0.14
H -14.87763 -20.98220 15.52400 -0.56 -0.24 0.18
H -12.69796 -21.77002 14.87750 0.36 -0.41 0.14
H -13.39566 -23.07993 13.87797 0.30 0.00 0.03
H -13.80806 -25.39826 18.92657 0.35 -0.16 -0.19
H -14.69475 -24.79160 17.54801 -0.30 0.46 0.37
H -13.81460 -23.68090 18.71171 0.15 0.32 -0.56
```
Positions in Å, forces in eV/Å.

The spin multiplicity is 5. For the HOMO-LUMO gap (spin up / spin down), the calculation gives 7.49 / 7.56 eV. The LUMO energy (spin up / spin down) comes out at -4.4 / -4.3 eV. Its charge is +1. As for the largest force on an atom: 3.85 eV/A.

Mulliken atomic charge list, values in e, 5 entries: Cr 0.51; N 0.08; H 0.25; H -0.12; H 0.61